ORCA calculation (the ωB97M-V functional and the def2-TZVPD basis) on the molecule C4H9NO2S at a distorted geometry.

Output
energy above the lowest of the compared OMol25 structures with the same formula, charge and spin	461.6	kJ/mol
HOMO level	-8.497	eV
structure (SMILES)	CCN(O)C(=S)CO
HOMO-LUMO gap	8.77	eV

Cartesian coordinates (Å):
1 C 2.36765 -0.13685 0.70278
2 C 1.44902 0.03229 -0.70471
3 C -0.81409 0.88355 -0.15342
4 C -2.25171 0.37080 -0.23281
5 H 2.09242 -1.06818 1.22323
6 H 3.35874 -0.13703 0.52423
7 H 2.04544 0.75378 1.26394
8 H 1.87858 0.94567 -1.21293
9 H 1.67420 -0.72669 -1.45262
10 H -0.77579 -1.46749 0.33939
11 H -2.78489 1.13924 0.17951
12 H -2.43535 0.18565 -1.29978
13 H -2.84839 -0.69289 1.34821
14 N 0.04816 -0.05418 -0.40326
15 O -0.31812 -1.49138 -0.56454
16 O -2.25782 -1.00436 0.46754
17 S -0.42804 2.46809 -0.02476